1.
C5H10S | the ωB97M-V functional and the def2-TZVPD basis

As for the energy: -16181.9344 eV. As for the energy above the lowest of the compared OMol25 structures with the same formula, charge and spin: 12.52 kcal/mol. The largest force on an atom is 1.424 eV Å⁻¹. The value obtained for the gap between HOMO and LUMO is 9.760 eV. The calculation puts the highest occupied orbital energy at -8.7 eV.

Structure (ORCA input):
```
! wB97M-V def2-TZVPD RIJCOSX def2/J DEFGRID3
* xyz 0 1
S -2.2278 1.3530 0.0820
C -0.8217 1.3257 1.2207
C 0.0752 -0.2560 -0.6932
C -0.5549 -1.4781 -0.0130
C -0.4705 1.0881 -0.2052
C 1.5944 -0.2600 -0.5473
H -1.6269 -1.4356 -0.0512
H -0.5728 2.2964 1.6710
H -0.0090 1.9553 -0.6819
H 1.8632 -0.1711 0.5183
H -0.1760 -2.3639 -0.5011
H 2.1092 0.5674 -1.0502
H 2.0104 -1.2325 -0.9582
H -0.1289 -0.2831 -1.7894
H -0.2736 -1.5545 1.0688
H -0.7903 0.4489 1.9299
*
```


2.
Cl4N4 | the ωB97M-V functional and the def2-TZVPD basis

As for the energy: -56041.7333 eV. As for the energy above the lowest of the compared OMol25 structures with the same formula, charge and spin: 51.83 kcal/mol. The largest force on an atom is 1.771 eV Å⁻¹. The value obtained for the gap between HOMO and LUMO (alpha / beta) is 7.200 / 8.275 eV. The calculation puts the highest occupied orbital energy (alpha / beta) at -9.8 / -9.6 eV.

Structure (ORCA input):
```
! wB97M-V def2-TZVPD RIJCOSX def2/J DEFGRID3
* xyz 0 1
Cl 0.8027 2.3722 -1.4827
Cl 0.8570 2.3858 1.2921
Cl 1.4846 -1.4380 1.4665
Cl -2.4472 -0.8800 -1.5970
N 1.4432 1.7144 -0.1296
N -0.6587 -1.5479 0.2041
N 0.1810 -0.7671 0.5800
N -1.6626 -1.8395 -0.3333
*
```


3.
C33H35F5N4OP2Zr | the ωB97M-V functional and the def2-TZVPD basis

As for the energy: -76221.6600 eV. As for the energy above the lowest of the compared OMol25 structures with the same formula, charge and spin: 0.00 kcal/mol. The largest force on an atom is 6.629 eV Å⁻¹. The value obtained for the gap between HOMO and LUMO is 4.067 eV. The calculation puts the highest occupied orbital energy at -13.0 eV.

Structure (ORCA input):
```
! wB97M-V def2-TZVPD RIJCOSX def2/J DEFGRID3
* xyz 2 1
Zr -0.1289 0.3783 0.1325
P -1.5610 -0.7565 -1.7332
P 1.5495 -0.3558 -1.6828
F 0.1996 -3.3543 2.9868
F -1.5809 0.9917 1.9433
F -2.3483 -0.9812 6.2526
F -0.9058 -3.1780 5.5387
F -2.7068 1.1124 4.5014
O -0.1920 -1.2943 1.2428
N 2.7908 -1.6161 -1.2456
N 2.7225 0.8346 -2.3906
N -2.4218 0.4567 -2.7169
N -3.0151 -1.7818 -1.5277
C 3.6736 0.6230 -3.3864
C -0.6690 -1.1991 2.4992
C 3.9249 -3.5752 -1.1399
C -3.2010 -2.6069 -0.4085
C -2.6490 0.4415 -4.0889
C 0.0762 -0.2749 -8.3738
C 0.8231 0.5684 -7.3698
C 4.4788 -2.6796 -0.1689
C 4.3394 1.8212 -3.6334
C -1.7859 -1.0309 5.0285
C 3.7739 2.8039 -2.7624
C -4.4018 -3.2938 -0.5486
C 2.8831 -2.9052 -1.7670
C -2.9234 1.7320 -4.5192
C -1.0490 -2.1618 4.6547
C -2.2192 0.5033 -7.4735
C -1.3959 -0.6192 -8.0213
C 3.7728 -1.4858 -0.2543
C -1.3756 -0.0531 2.9166
C 0.2446 2.7384 -8.4836
C -4.0973 -1.9845 -2.3875
C -2.6362 1.7697 -2.2674
C -1.1926 2.3261 -8.8914
C -0.4938 -2.2643 3.3951
C 0.9044 1.9008 -7.4177
C 0.8266 -1.0275 -3.2247
C -2.0785 1.7934 -7.8038
C -4.9784 -2.8985 -1.8048
C -0.5620 -1.6707 -2.9820
C 2.7810 2.1819 -2.0190
C -1.9677 0.0384 4.1528
C -2.9279 2.5683 -3.3605
C 1.7685 1.0488 1.0512
H -3.0391 0.1910 -6.8180
H 0.2289 3.7794 -8.1377
H -3.0490 2.0287 -5.5474
H 1.5010 -1.7615 -3.6838
H 0.8400 2.7474 -9.4121
H -1.1317 -1.7703 -3.9177
H 2.4728 1.6285 0.4406
H -2.6531 -0.4913 -4.6384
H 2.1963 -3.2241 -2.5352
H -1.4069 -1.4378 -7.2886
H 3.8630 -0.5682 0.3079
H -4.8212 -4.0045 0.1514
H -1.8645 -1.0415 -8.9267
H 5.2792 -2.9004 0.5269
H -5.9150 -3.2324 -2.2244
H 4.2235 -4.5993 -1.3206
H 1.5345 2.4584 -6.7145
H 2.1227 2.5651 -1.2488
H 0.0929 0.1935 -9.3652
H 0.7577 -0.1697 -3.9140
H -4.1772 -1.4431 -3.3179
H -1.1283 1.6114 -9.7196
H 1.3821 0.0020 -6.6141
H -2.4678 -2.5979 0.3831
H 3.8027 -0.3591 -3.8214
H -2.6132 1.9857 -1.2043
H -1.6854 3.2226 -9.3024
H 4.0510 3.8451 -2.6982
H 1.4006 1.7130 1.8576
H -0.4562 -2.6871 -2.5608
H 2.3250 0.2328 1.5400
H 0.6091 -1.2324 -8.4862
H -2.6931 2.5650 -7.3267
H -3.1175 3.6339 -3.3577
H 5.1349 1.9732 -4.3472
*
```


4.
C24H31N2 | the ωB97M-V functional and the def2-TZVPD basis

As for the energy: -28364.2950 eV. As for the energy above the lowest of the compared OMol25 structures with the same formula, charge and spin: 22.25 kcal/mol. The largest force on an atom is 2.924 eV Å⁻¹. The value obtained for the gap between HOMO and LUMO is 5.011 eV. The calculation puts the highest occupied orbital energy at -9.6 eV.

Structure (ORCA input):
```
! wB97M-V def2-TZVPD RIJCOSX def2/J DEFGRID3
* xyz 1 1
N 0.6138 -1.1187 -2.0462
N 1.4654 -2.6017 2.3898
C -2.0399 3.7386 2.4870
C -1.9842 2.3853 2.2499
C 2.9350 -2.4921 -3.1592
C -4.4062 1.5072 -1.2497
C 1.9014 -3.2509 -2.3198
C -4.4071 2.8586 -0.9576
C -3.2111 3.5336 -0.8021
C 0.4051 2.5416 1.9680
C -2.0187 2.8641 -0.9569
C -3.2148 0.8318 -1.3967
C -1.9928 1.4994 -1.2646
C 1.6950 -0.3462 -2.7113
C -0.7549 1.7432 1.9988
C 0.4664 -1.8107 1.9002
C 0.3333 3.8983 2.1847
C 3.0535 -1.0500 -2.6569
C -0.7007 0.3274 1.8100
C 0.4282 -0.4386 2.0365
C 0.5418 -2.5559 -2.4055
C -0.5581 -0.4977 -1.6374
C 2.5057 -2.0844 3.2856
C -0.8846 4.5002 2.4547
C -0.7253 0.8358 -1.4869
C 1.4277 -4.0478 2.1585
H 1.3917 -0.1832 -3.7493
H -5.3419 0.9861 -1.3814
H 1.7696 0.6424 -2.2490
H 3.9074 -3.0009 -3.1474
H 2.1731 -4.5665 2.7574
H 2.0554 -1.5120 4.0947
H 0.1480 -2.6204 -3.4232
H 0.1383 1.4711 -1.5539
H 1.3504 2.0839 1.7298
H 3.0839 -2.8920 3.7307
H 2.6150 -2.4899 -4.2096
H -1.4030 -1.1432 -1.4910
H 3.4161 -1.0535 -1.6220
H 3.8045 -0.4970 -3.2367
H -2.9844 4.2144 2.6940
H -0.3588 -2.3085 1.4244
H -2.8847 1.7980 2.2756
H -1.0882 3.3876 -0.8241
H 1.6264 -4.2621 1.1103
H -3.2142 4.5856 -0.5648
H 3.1895 -1.4376 2.7408
H 1.8291 -4.3025 -2.6295
H 2.2270 -3.2720 -1.2736
H -0.1918 -3.0465 -1.7560
H 1.2263 4.4996 2.1341
H 0.4467 -4.4472 2.4120
H -5.3413 3.3878 -0.8604
H 1.3017 0.0501 2.4263
H -3.2205 -0.2155 -1.6426
H -1.6167 -0.1865 1.5680
H -0.9283 5.5601 2.6433
*
```


5.
C5H10O | the ωB97M-V functional and the def2-TZVPD basis

As for the energy: -7392.6816 eV. As for the energy above the lowest of the compared OMol25 structures with the same formula, charge and spin: 48.05 kcal/mol. The largest force on an atom is 1.274 eV Å⁻¹. The value obtained for the gap between HOMO and LUMO is 10.345 eV. The calculation puts the highest occupied orbital energy at -9.2 eV.

Structure (ORCA input):
```
! wB97M-V def2-TZVPD RIJCOSX def2/J DEFGRID3
* xyz 0 1
O 6.5144 -2.4983 -0.1585
C -2.5318 0.3359 0.0782
C -1.1691 -0.4916 -1.8787
C -2.3567 1.2132 1.2819
C -1.3457 2.0292 1.5814
C -1.2514 0.1279 -0.7159
H -0.2521 -0.5618 -2.4473
H 7.0384 -1.6887 -0.1105
H 6.5895 -2.8952 -1.0297
H -3.1618 1.1758 2.0114
H -1.1625 2.2769 2.6180
H -2.0705 -0.9550 -2.2588
H -3.2934 0.7515 -0.5861
H -0.3628 0.6066 -0.3183
H -0.6678 2.3945 0.8188
H -2.8374 -0.6741 0.3321
*
```